Entry from the Open Molecules 2025 dataset: 8 unconnected molecules or ions with the total composition C25H70ClN6O11 at a distorted geometry (the ωB97M-V functional and the def2-TZVPD basis).

Structure (XYZ):
```
113
Properties=species:S:1:pos:R:3
Cl 0.37 1.45 -1.28
O -0.23 0.88 -0.11
O 0.80 2.80 -1.00
O 1.54 0.67 -1.59
O -0.61 1.51 -2.34
C 0.88 5.90 5.03
C 0.26 4.59 5.53
C 0.31 3.61 4.35
O 1.60 3.24 4.00
C 1.61 1.97 3.33
N 0.87 3.95 6.68
H 1.87 5.65 4.64
H 1.01 6.61 5.82
H 0.19 6.27 4.25
H -0.77 4.78 5.71
H -0.20 4.08 3.51
H -0.21 2.76 4.71
H 2.61 1.87 2.89
H 0.80 1.83 2.65
H 1.48 1.22 4.13
H 1.73 3.44 6.45
H 1.06 4.60 7.38
C -3.88 2.07 -1.36
C -3.80 0.51 -1.23
C -5.17 0.06 -0.80
O -5.25 -1.14 -0.16
C -5.05 -2.26 -0.96
N -3.34 -0.11 -2.52
H -4.46 2.41 -2.20
H -2.87 2.39 -1.67
H -4.12 2.63 -0.50
H -3.03 0.15 -0.51
H -5.93 0.02 -1.59
H -5.53 0.75 -0.04
H -4.00 -2.68 -0.83
H -5.00 -1.94 -2.01
H -5.77 -3.03 -0.71
H -2.46 0.28 -2.85
H -4.02 0.17 -3.26
C -1.51 -1.58 4.05
C -2.21 -1.93 2.75
C -2.65 -3.41 2.66
O -3.34 -3.70 1.46
C -3.78 -5.05 1.54
N -3.30 -1.02 2.55
H -1.00 -0.63 3.97
H -0.73 -2.38 4.27
H -2.21 -1.57 4.90
H -1.48 -1.77 1.95
H -3.39 -3.56 3.42
H -1.87 -4.13 2.85
H -4.25 -5.30 0.57
H -4.55 -5.27 2.32
H -2.92 -5.67 1.77
H -4.17 -1.52 2.65
H -3.33 -0.60 1.62
C 1.48 5.48 -3.96
C 0.46 4.66 -4.75
C 0.87 3.18 -4.93
O 0.03 2.43 -5.78
C -0.06 1.03 -5.46
N -0.81 4.69 -3.99
H 1.73 5.11 -2.97
H 1.38 6.57 -3.99
H 2.41 5.41 -4.56
H 0.26 5.18 -5.67
H 0.81 2.70 -3.95
H 1.94 3.02 -5.24
H -0.41 0.88 -4.43
H 0.97 0.66 -5.48
H -0.67 0.48 -6.20
H -1.42 3.95 -4.34
H -0.61 4.46 -3.04
C 4.93 -4.23 1.31
C 4.56 -3.35 0.10
C 3.94 -2.00 0.47
O 2.89 -2.18 1.43
C 2.22 -0.99 1.79
N 5.65 -3.03 -0.82
H 5.39 -5.14 0.95
H 4.06 -4.49 1.87
H 5.60 -3.66 1.94
H 3.84 -3.91 -0.52
H 3.54 -1.62 -0.49
H 4.66 -1.24 0.87
H 2.79 -0.54 2.64
H 1.14 -1.13 2.01
H 2.17 -0.22 1.02
H 6.44 -2.52 -0.45
H 5.92 -3.61 -1.57
C -0.14 -4.61 -0.50
C -1.03 -3.59 -1.17
C -0.19 -2.37 -1.54
O 0.68 -2.74 -2.66
C 1.86 -1.92 -2.78
N -1.72 -4.09 -2.31
H 0.24 -4.29 0.45
H 0.74 -4.84 -1.14
H -0.68 -5.51 -0.31
H -1.78 -3.21 -0.44
H 0.41 -2.00 -0.64
H -0.87 -1.61 -1.82
H 1.54 -1.07 -3.38
H 2.55 -2.56 -3.37
H 2.28 -1.53 -1.87
H -2.55 -3.56 -2.62
H -1.09 -4.09 -3.08
C 4.53 2.08 -0.36
O 3.52 2.25 0.60
H 4.47 2.85 -1.20
H 5.47 2.03 0.19
H 4.35 1.07 -0.82
H 2.71 2.47 0.11
```

Spin multiplicity: 1
Charge: -1
HOMO: -6.44 eV
Relative energy (zero: lowest compared OMol25 entry of this formula, charge and spin): 0.8081 eV